No. 1
87
Properties=species:S:1:pos:R:3:lowdin_charge:R:1 method="wB97M-V/def2-TZVPD" homo_energy_ev="-7.33 / -7.46" homo_lumo_gap_ev="6.032 / 5.938" s_squared=6.124 e_tot_ha=-5544.3150 multiplicity=5
Mn 0.0314 0.0233 -0.4753 0.552
C -1.4887 -4.2345 -3.7587 -0.092
C -2.2275 -4.2924 -2.5844 -0.082
C -1.8531 -3.5429 -1.4810 -0.035
C -0.7235 -2.7304 -1.5473 -0.311
C 0.0213 -2.6835 -2.7190 -0.048
C -0.3626 -3.4270 -3.8222 -0.069
N -0.3430 -1.9182 -0.4573 -0.037
C -0.2045 -2.4519 0.7747 -0.232
C -0.0448 -3.8453 1.0525 -0.012
C 0.1564 -4.2718 2.3336 -0.067
C 0.2013 -3.3833 3.4374 -0.089
C 0.0473 -2.0468 3.2165 -0.025
C -0.1474 -1.5862 1.8993 -0.221
N -0.2874 -0.2757 1.5490 -0.040
N -0.3372 0.6672 2.3901 0.107
C -0.3925 1.9120 1.7253 -0.306
C -0.5339 3.0584 2.4951 0.001
C -0.5778 4.2783 1.8446 -0.049
C -0.4688 4.3172 0.4615 -0.045
C -0.3195 3.1311 -0.2346 -0.137
N -0.2824 1.9466 0.3809 0.017
H -1.7954 -4.8085 -4.6225 0.099
H -3.1123 -4.9130 -2.5297 0.102
H -2.4481 -3.5640 -0.5766 0.119
H 0.9008 -2.0565 -2.7450 0.085
H 0.2178 -3.3692 -4.7337 0.106
H -0.0592 -4.5476 0.2316 0.115
H 0.3015 -5.3296 2.5126 0.107
H 0.3655 -3.7709 4.4325 0.099
H 0.0812 -1.3244 4.0205 0.110
H -0.6056 2.9664 3.5679 0.116
H -0.6938 5.1913 2.4137 0.112
H -0.5008 5.2497 -0.0817 0.109
H -0.2226 3.0929 -1.3116 0.067
Se -1.1460 0.7206 -2.4845 0.768
C -0.3568 0.4375 -4.1869 -0.621
C 0.9505 0.0491 -4.4347 -0.129
C 1.3752 -0.1165 -5.7426 -0.154
N 0.6078 0.0751 -6.8101 0.048
C -0.6407 0.4649 -6.5677 -0.162
C -1.1660 0.6633 -5.3026 -0.130
H 1.6436 -0.1055 -3.6244 0.049
H 2.3996 -0.4203 -5.9356 0.102
H -1.2687 0.6288 -7.4376 0.102
H -2.1933 0.9805 -5.1849 0.090
C 3.0211 0.9291 2.4462 -0.091
C 3.9797 1.1408 1.2695 -0.589
C 3.7834 2.5965 0.8189 -0.093
C 5.4159 0.9728 1.7725 -0.078
P 3.4568 0.0170 -0.1692 0.878
N 1.9117 0.0551 -0.3567 -0.281
C 4.0492 -1.7421 0.2096 -0.584
C 3.6554 -2.0891 1.6539 -0.087
C 3.2502 -2.7184 -0.6706 -0.088
C 5.5445 -2.0167 0.0343 -0.078
C 4.3067 0.6288 -1.7439 -0.588
C 3.5017 1.8186 -2.2957 -0.093
C 4.1871 -0.4854 -2.7949 -0.098
C 5.7805 1.0203 -1.6348 -0.079
H 3.1235 1.7748 3.1310 0.088
H 3.2275 0.0244 3.0105 0.064
H 1.9928 0.8901 2.1025 0.035
H 3.8452 3.2398 1.7000 0.085
H 2.8024 2.7422 0.3628 0.070
H 4.5483 2.9292 0.1212 0.060
H 5.6075 1.7302 2.5376 0.090
H 6.1627 1.1060 0.9923 0.063
H 5.5799 0.0013 2.2354 0.061
H 2.6154 -1.8327 1.8599 0.063
H 4.2925 -1.6113 2.3951 0.062
H 3.7584 -3.1690 1.7838 0.089
H 2.1832 -2.5069 -0.6141 0.047
H 3.4253 -3.7295 -0.2956 0.088
H 3.5453 -2.7018 -1.7160 0.062
H 6.1700 -1.3693 0.6463 0.064
H 5.8706 -1.9238 -0.9994 0.060
H 5.7452 -3.0469 0.3405 0.090
H 2.4331 1.6005 -2.2916 0.052
H 3.8120 1.9866 -3.3300 0.088
H 3.6711 2.7412 -1.7476 0.060
H 3.1751 -0.8807 -2.8292 0.046
H 4.8709 -1.3114 -2.6175 0.064
H 4.4255 -0.0665 -3.7753 0.089
H 5.9312 1.9019 -1.0148 0.061
H 6.1471 1.2679 -2.6347 0.091
H 6.4087 0.2197 -1.2464 0.066

***

No. 2
90
Properties=species:S:1:pos:R:3:lowdin_charge:R:1 method="wB97M-V/def2-TZVPD" homo_energy_ev=-9.11 homo_lumo_gap_ev=9.381 e_tot_ha=-2347.5650 smiles="CC(C)C[C@H](C)CO[C@@](C#N)(CCC(N)=O)[C@H](C#N)P(O)O.c1ccncc1.c1ccncc1.c1ccncc1.c1ccncc1"
C 1.2967 -2.8229 -4.7771 -0.077
C 2.0849 -2.2058 -3.6201 -0.404
C 2.7750 -3.3021 -2.7768 -0.067
C 3.0615 -1.1093 -4.1219 -0.128
C 2.5943 0.3310 -3.8104 -0.331
C 2.1989 1.1052 -5.0730 -0.053
C 3.6640 1.1232 -3.0482 -0.158
O 3.0920 2.0622 -2.1382 -0.079
C 3.0331 1.6774 -0.7837 -0.479
C 4.4191 1.7724 -0.2408 -0.171
N 5.4926 1.8537 0.1639 0.205
C 2.1524 2.7146 -0.0467 -0.098
C 1.0486 3.3284 -0.9280 -0.095
C -0.1971 3.5901 -0.1060 -0.525
N 0.0095 4.4825 0.9827 0.120
O -1.2491 3.0577 -0.3140 0.097
C 2.5283 0.2295 -0.5588 -0.305
C 1.0989 0.1023 -0.8148 -0.267
N -0.0250 -0.0284 -0.9978 0.223
P 2.8420 -0.3265 1.2585 0.892
O 1.7188 -1.4927 1.4115 -0.273
O 4.2536 -1.1051 1.0897 -0.259
H 1.8989 -3.5496 -5.3279 0.080
H 0.4175 -3.3521 -4.4006 0.081
H 0.9321 -2.0582 -5.4656 0.074
H 1.3564 -1.7215 -2.9633 0.102
H 3.8256 -3.0723 -2.5821 0.064
H 2.7343 -4.2797 -3.2606 0.071
H 2.2853 -3.4161 -1.8055 0.063
H 3.1486 -1.2084 -5.2070 0.111
H 4.0534 -1.2725 -3.6932 0.101
H 1.6951 0.3022 -3.1908 0.109
H 2.0674 2.1640 -4.8341 0.082
H 1.2459 0.7532 -5.4717 0.080
H 2.9758 1.0241 -5.8366 0.082
H 4.2394 1.7188 -3.7611 0.118
H 4.3883 0.4720 -2.5461 0.119
H 1.7183 2.2520 0.8417 0.108
H 2.8101 3.5014 0.3171 0.125
H 0.7607 2.6854 -1.7544 0.111
H 1.4005 4.2899 -1.3097 0.127
H 0.0192 5.4453 0.6590 0.095
H -0.7961 4.3906 1.5965 0.093
H 3.0430 -0.4822 -1.2152 0.112
H 1.9362 -2.3279 0.9770 0.070
H 4.4563 -1.5091 0.2371 0.065
N 0.4523 -0.2845 7.2614 0.047
C 1.5263 -0.1899 6.4802 -0.165
C 1.4947 -0.3687 5.1052 -0.081
C 0.2809 -0.6650 4.5051 -0.080
C -0.8463 -0.7663 5.3050 -0.073
C -0.7081 -0.5670 6.6709 -0.157
H 2.4593 0.0426 6.9828 0.099
H 2.3991 -0.2752 4.5183 0.079
H 0.2178 -0.8089 3.4339 0.084
H -1.8201 -0.9881 4.8921 0.076
H -1.5757 -0.6349 7.3175 0.093
N -4.2221 -1.0071 5.9882 0.053
C -5.2768 -0.1961 6.0423 -0.149
C -6.5554 -0.5747 5.6625 -0.069
C -6.7548 -1.8654 5.2001 -0.075
C -5.6652 -2.7198 5.1376 -0.071
C -4.4266 -2.2446 5.5418 -0.159
H -5.0844 0.8068 6.4078 0.104
H -7.3754 0.1276 5.7261 0.100
H -7.7400 -2.1868 4.8876 0.080
H -5.7688 -3.7362 4.7823 0.099
H -3.5523 -2.8872 5.5077 0.102
N -9.9055 -1.7165 3.3706 0.050
C -10.9602 -0.9067 3.4355 -0.152
C -12.2408 -1.2840 3.0602 -0.073
C -12.4383 -2.5720 2.5896 -0.080
C -11.3497 -3.4257 2.5147 -0.073
C -10.1103 -2.9511 2.9168 -0.156
H -10.7680 0.0945 3.8052 0.104
H -13.0601 -0.5823 3.1361 0.101
H -13.4226 -2.9043 2.2861 0.105
H -11.4547 -4.4392 2.1525 0.101
H -9.2359 -3.5919 2.8718 0.102
N 6.7433 1.5766 -5.3261 0.050
C 7.1646 1.4848 -6.5855 -0.157
C 7.8630 2.4915 -7.2352 -0.074
C 8.1380 3.6584 -6.5405 -0.080
C 7.7052 3.7684 -5.2290 -0.070
C 7.0151 2.7031 -4.6701 -0.158
H 6.9304 0.5583 -7.0983 0.102
H 8.1817 2.3600 -8.2602 0.101
H 8.6804 4.4673 -7.0126 0.105
H 7.8966 4.6593 -4.6468 0.102
H 6.6645 2.7538 -3.6442 0.101